The following is a quantum chemistry calculation of a structure of composition C31H50BrN5P2Pd, from OMol25.

Element x y z (Å)
C 6.4582 -0.6970 -2.4299
C 6.2003 0.2836 -1.4247
C 7.3600 0.9635 -0.9560
C 8.6267 0.6383 -1.4671
N 8.8184 -0.2795 -2.4127
C 7.7581 -0.9326 -2.8793
C 4.8831 0.5427 -0.9104
C 3.7258 0.1515 -0.5360
C 2.9324 -0.8348 0.2237
C 1.5602 -0.8262 -0.0790
C 0.6964 -1.7735 0.6268
C 1.2255 -2.7510 1.4896
C 2.6501 -2.8151 1.5582
C 3.5145 -1.8989 0.9611
Pd 2.2935 1.1486 0.2136
P -1.5599 1.6163 -0.9593
H 7.2699 1.7155 -0.1754
H 5.6294 -1.2715 -2.8343
H 9.5227 1.1475 -1.0910
H 7.9496 -1.6864 -3.6521
H 4.6008 -1.9084 1.0585
H 1.2467 -0.6060 -1.1201
H 3.0862 -3.6189 2.1213
H -0.3388 -1.7604 0.2664
C -3.0926 1.7948 0.0843
C -3.7791 3.1542 0.1606
H -2.7806 1.4697 1.0912
H -3.7964 1.0317 -0.2866
H -4.7602 3.0466 0.6439
H -3.2101 3.8702 0.7651
H -3.9537 3.5932 -0.8268
C -0.7534 3.3074 -1.0053
C 0.1398 3.5335 -2.2332
H -0.1311 3.3547 -0.0906
H -1.5542 4.0659 -0.9293
H 0.7791 4.4119 -2.0662
H 0.8077 2.6749 -2.4134
H -0.4660 3.7310 -3.1276
C -2.2948 1.5499 -2.6585
C -3.0111 2.7970 -3.1756
H -2.9958 0.6984 -2.6746
H -1.4499 1.2948 -3.3231
H -3.0649 2.7435 -4.2719
H -4.0446 2.8568 -2.8162
H -2.4954 3.7250 -2.9091
Br 0.1675 -3.7733 2.6272
P -0.3547 1.1448 2.4421
C -0.7010 2.9930 2.6688
C -1.5868 3.5744 3.7871
H -1.2267 3.2058 1.7182
H 0.2498 3.5417 2.6213
H -2.1349 4.4366 3.3704
H -2.3364 2.8743 4.1747
H -0.9872 3.9505 4.6277
C -1.4463 0.4794 3.8350
C -0.9064 0.2859 5.2454
H -1.7234 -0.4930 3.4030
H -2.3745 1.0652 3.8905
H -1.5849 -0.3932 5.7729
H 0.0829 -0.1656 5.2781
H -0.8897 1.2125 5.8262
C 1.2393 0.4514 2.9999
C 2.3144 1.3997 3.4892
H 1.6319 -0.0224 2.0826
H 1.0835 -0.4004 3.6751
H 3.2677 1.0973 3.0337
H 2.0781 2.4241 3.1927
H 2.4374 1.3236 4.5742
C -1.1005 -2.6612 -2.2391
N -1.8462 -2.2466 -1.0224
C -2.0034 -3.3985 -0.1238
N -2.7082 -4.5118 -0.7831
C -1.9456 -4.8919 -2.0069
N -1.7823 -3.7570 -2.9514
C -3.1390 -3.2891 -3.3234
N -3.9177 -2.8358 -2.1390
C -3.1742 -1.7934 -1.4403
C -4.0317 -4.0011 -1.2106
H -0.0960 -3.0000 -1.9575
H -1.0239 -1.7963 -2.9136
H -2.5943 -3.0793 0.7434
H -1.0376 -3.7479 0.2448
H -2.5012 -5.6996 -2.5066
H -0.9474 -5.2456 -1.7169
H -3.0493 -2.4576 -4.0336
H -3.6724 -4.1252 -3.7967
H -3.7339 -1.4979 -0.5439
H -3.0494 -0.9398 -2.1108
H -4.5609 -4.8187 -1.7138
H -4.5870 -3.6703 -0.3198

Force components x, y, z for each atom (eV/Å):
-0.364 0.731 0.760
1.808 0.221 -0.712
-0.668 -0.623 -0.340
1.940 0.783 0.324
-4.224 1.041 1.773
0.861 -1.437 -1.483
-1.264 -1.636 0.097
3.172 -0.714 -0.294
1.497 -1.768 -1.726
-1.201 -2.757 -0.705
0.520 0.119 -0.423
0.523 2.472 -1.168
0.728 0.316 0.025
-1.047 0.389 0.873
-2.019 3.385 1.038
-0.900 1.628 -0.050
0.353 -0.083 -0.204
0.382 -0.015 -0.196
-0.281 -0.083 -0.035
-0.138 0.194 0.163
-0.383 -0.354 0.202
-0.047 0.338 0.730
0.153 -0.297 0.200
0.396 0.135 0.707
0.391 -0.581 0.573
-0.202 0.358 -0.047
-0.363 0.048 -0.252
0.238 0.164 0.076
0.271 -0.044 -0.124
-0.045 -0.115 -0.179
0.039 -0.045 0.287
0.276 -0.440 0.501
0.024 0.141 0.065
-0.363 0.217 -0.303
0.424 -0.299 0.030
-0.237 -0.213 -0.088
-0.211 0.178 -0.084
0.405 -0.193 0.191
0.590 -0.912 -0.262
-0.313 0.327 -0.127
0.346 0.435 -0.126
-0.362 0.029 0.082
0.065 0.029 0.290
0.286 -0.025 -0.019
-0.232 -0.187 -0.135
0.098 -0.226 -0.047
-1.395 0.851 2.681
0.340 0.147 -1.094
0.001 -0.006 0.370
0.370 -0.004 0.291
-0.156 -0.074 -0.137
0.266 -0.346 0.164
0.239 0.347 -0.105
-0.177 -0.268 -0.227
-0.795 -0.836 -1.400
0.161 0.208 0.270
-0.188 -0.065 0.392
0.312 -0.294 -0.360
0.087 0.086 -0.136
-0.023 0.008 0.108
0.104 -0.032 -0.221
0.726 -0.644 -1.114
0.352 0.077 0.190
-0.249 0.030 0.734
-0.276 0.350 -0.139
-0.065 0.264 0.231
0.322 0.080 0.290
-0.070 0.361 -0.202
-0.202 -0.040 -0.204
0.281 -0.545 -0.675
-0.621 -0.323 0.269
0.495 1.777 -1.380
-0.379 -0.268 -0.082
-0.744 0.550 1.475
-0.539 -0.074 -1.597
3.314 -2.169 0.915
-0.441 1.161 0.349
-1.915 -0.922 0.676
-0.194 0.091 -0.008
0.052 -0.225 0.167
0.126 -0.096 -0.094
-0.115 -0.010 -0.291
0.325 0.229 0.118
-0.292 0.013 -0.026
-0.051 -0.195 0.161
0.082 0.362 0.117
0.010 -0.013 -0.248
-0.108 -0.269 0.142
-0.013 0.332 0.108
0.116 -0.233 -0.336

Its multiplicity is 5. The energy above the lowest of the compared OMol25 structures with the same formula, charge and spin is 8.1 kcal per mole. The expectation value of S² is 6.10. The net charge is +4. The total energy is -4867.756919 Eh.